1.
{"formula": "C4H5O2Pb", "method": "wB97M-V/def2-TZVPD", "homo_lumo_gap_ev": [4.9, 5.9], "e_homo_ev": [-5.8314, -6.7225], "spin_multiplicity": 2, "e_tot_ev": -13564.0931, "species": ["H", "C", "C", "Pb", "C", "O", "H", "H", "H", "H", "C", "O"], "xyz": [[-1.80881, -1.94366, 0.46073], [-0.05712, -0.62604, -0.18773], [1.39001, -0.41536, -0.33848], [-2.77285, 2.77397, 1.24150], [-1.46143, 0.86893, -0.09949], [2.10674, -1.34198, 0.45157], [1.60683, 0.62491, -0.03609], [1.65192, -0.50887, -1.40694], [-1.56939, 0.96400, -1.20550], [3.04609, -1.15032, 0.38052], [-1.14379, -1.13860, 0.17923], [-0.98821, 1.89302, 0.56068]], "forces_ev_per_angstrom": [[0.0, 0.6, 0.1], [-0.9, 0.5, 0.3], [-0.3, 0.4, -0.5], [-0.7, 0.4, 0.5], [-0.7, -3.4, -1.8], [0.1, -0.3, 0.2], [0.0, -0.2, 0.0], [-0.1, 0.0, 0.2], [0.7, -0.3, 0.7], [0.0, 0.1, 0.0], [0.5, 2.3, -0.3], [1.3, 0.0, 0.7]], "lowdin_charge": [0.067, -0.143, -0.264, 0.938, -0.415, -0.056, 0.123, 0.125, 0.055, 0.084, 0.093, -0.606]}

2.
{"formula": "C8H10BrFN2O2S", "method": "wB97M-V/def2-TZVPD", "homo_lumo_gap_ev": 10.7, "smiles": "C[C@@H](Br)CN(c1cccnc1)S(=O)(=O)F", "e_homo_ev": -10.1820, "e_tot_ev": -99128.3867, "species": ["C", "C", "N", "H", "O", "H", "C", "F", "H", "C", "C", "Br", "H", "O", "H", "S", "N", "C", "H", "H", "H", "H", "H", "C", "C"], "xyz": [[0.59677, 1.92608, -0.07136], [-0.17981, 0.65949, 1.79730], [-1.12123, 0.29374, -0.50526], [2.19117, -2.46181, -2.27753], [-3.48526, -0.19533, -1.13167], [1.46107, -0.41690, -0.89178], [0.78151, -1.01615, -1.49442], [-2.69608, -0.97537, 0.97707], [-0.81836, -0.09006, 2.25004], [-0.24764, 0.95653, 0.44878], [1.34116, -2.43402, -1.59866], [0.74138, -0.16804, -3.24640], [0.83088, 1.16034, 3.62322], [-3.01011, 1.38915, 0.72727], [0.53976, 2.15312, -1.13329], [-2.70117, 0.24053, -0.03734], [1.48124, 2.59248, 0.65722], [1.54444, 2.30031, 1.95386], [2.27460, 2.85045, 2.54085], [-1.29408, -1.43513, -1.66411], [-0.62016, -1.75263, -0.05956], [0.57285, -3.14052, -1.91823], [1.69323, -2.74000, -0.60736], [0.73706, 1.35426, 2.56135], [-0.61326, -1.05051, -0.89995]], "forces_ev_per_angstrom": [[-0.1, 0.1, -0.2], [-0.1, -0.2, 0.0], [0.1, -0.7, 1.1], [-0.1, -0.1, 0.0], [0.0, -0.1, 0.1], [-0.1, 0.1, -0.1], [0.1, -0.3, 0.2], [0.0, 0.0, 0.1], [0.0, 0.1, -0.1], [0.0, 0.2, -0.4], [0.0, 0.2, 0.2], [0.0, 0.1, 0.0], [0.0, 0.0, -0.1], [0.0, 0.0, 0.0], [0.0, 0.0, 0.1], [0.1, 0.3, -0.6], [0.1, 0.0, 0.1], [0.1, 0.1, 0.0], [-0.1, 0.0, -0.1], [0.0, 0.0, 0.1], [0.1, 0.2, 0.1], [0.1, 0.0, -0.2], [-0.1, 0.0, -0.1], [0.1, 0.0, 0.3], [-0.2, 0.1, -0.7]], "lowdin_charge": [-0.090, -0.009, -0.156, 0.067, -0.221, 0.082, -0.742, -0.152, 0.118, -0.267, -0.136, 0.719, 0.109, -0.210, 0.110, 0.610, 0.083, -0.137, 0.108, 0.118, 0.129, 0.085, 0.086, -0.048, -0.257]}

3.
{"formula": "C2HN5O", "method": "wB97M-V/def2-TZVPD", "homo_lumo_gap_ev": 7.5, "smiles": "O=c1ncnnnn1", "e_homo_ev": -10.2119, "e_tot_ev": -11581.6351, "species": ["C", "N", "N", "N", "N", "N", "H", "C", "O"], "xyz": [[-0.48365, -0.95562, -0.84092], [-0.21782, 1.73523, 0.36906], [-0.00187, -1.29565, 0.21881], [0.03857, 1.49294, -0.84123], [-0.29054, 0.85368, 1.28827], [-0.45067, 0.43150, -1.39038], [-0.99164, -1.63803, -1.38074], [0.64304, -0.28343, 0.97718], [1.75457, -0.34062, 1.59995]], "forces_ev_per_angstrom": [[-1.5, 6.6, -1.3], [-2.1, -1.7, 5.6], [3.7, -0.4, 5.0], [-0.1, -1.2, -5.0], [2.1, 0.8, -1.1], [1.8, -1.6, -1.0], [-1.7, -1.8, -2.3], [3.2, -1.0, 3.6], [-5.4, 0.3, -3.5]], "lowdin_charge": [-0.141, 0.014, 0.169, -0.049, 0.179, 0.077, 0.081, -0.411, 0.081]}

| no. | M (g/mol) | maximum force (Eh/bohr) |
| --- | --- | --- |
| 1 | 292.28 | 0.076 |
| 2 | 297.15 | 0.025 |
| 3 | 111.06 | 0.135 |